[1]
Formula: C16H25InN8OSSe3Te
Source: the Open Molecules 2025 dataset
Level of theory: ωB97M-V/def2-TZVPD

Last column: Mulliken charge in e.
Positions of all 56 atoms, in Å:
In1 -0.9927 0.2249 0.9972  0.782
Se1 -2.6828 5.6785 0.1121  -0.574
Se2 -2.9415 3.6641 -0.9477  -0.183
Te1 -4.4669 2.1386 0.4444  -0.069
Se3 -3.0092 1.1797 2.1487  -0.485
C1 3.5082 1.4356 0.8039  -1.162
C2 3.0029 0.0884 1.2621  1.012
C3 3.7950 -1.0226 1.3475  -0.768
C4 3.2745 -2.2085 1.7489  -0.326
N1 2.0492 -2.3042 2.1955  -0.483
C5 1.3457 -1.2330 2.0659  0.193
S1 -0.3838 -1.2918 2.6952  -0.427
N2 1.7332 -0.0024 1.6202  -0.138
H1 3.4507 1.4698 -0.3543  0.137
H2 4.5346 1.6915 1.2483  0.443
H3 2.7950 2.1470 1.1683  0.228
H4 4.8523 -0.9510 1.0411  0.390
H5 3.7642 -3.1378 1.8998  0.537
C6 1.4161 5.4228 0.5981  -1.075
N3 1.0864 4.0672 0.1378  0.343
C7 1.5326 3.3611 -1.0853  -0.456
C8 0.8282 1.9446 -0.9010  0.300
O1 1.0879 1.0517 -1.6483  -0.632
N4 0.0614 2.0351 0.1821  0.063
C9 0.1007 3.3212 0.6628  0.105
N5 -0.6291 3.7023 1.6674  -0.270
H6 2.5478 5.6541 0.4589  0.286
H7 1.3124 5.5379 1.6405  0.390
H8 0.9308 6.1043 -0.0478  0.375
H9 2.6055 3.3396 -1.1991  0.343
H10 1.0304 3.8467 -2.0395  0.275
H11 -1.2860 2.9803 1.8669  0.098
H12 -1.2287 4.6809 1.4172  0.084
C10 -0.0034 -4.5370 -1.5561  -1.138
C11 0.8719 -3.7884 -0.5423  -0.623
N6 0.2800 -2.4723 -0.3970  0.296
C12 -1.0079 -2.0823 -0.7052  0.154
N7 -1.3314 -0.8043 -0.8447  0.026
C13 -2.5966 -0.6046 -1.5277  -0.881
C14 -3.7171 -1.3514 -0.7978  0.048
C15 -3.3105 -2.8056 -0.7880  -0.882
N8 -1.8960 -3.0693 -0.9637  0.197
C16 -1.4991 -4.4991 -1.1905  -0.584
H13 0.3235 -5.5741 -1.6608  0.360
H14 0.1113 -3.9291 -2.3808  0.484
H15 1.8503 -3.5901 -0.9409  0.446
H16 0.9808 -4.3415 0.3487  0.356
H17 0.9150 -1.6630 -0.2468  -0.017
H18 -2.4945 -1.0522 -2.5387  0.458
H19 -2.7632 0.4404 -1.6617  0.216
H20 -4.6521 -1.2805 -1.4033  0.381
H21 -3.7877 -0.9467 0.2529  -0.068
H22 -3.9765 -3.3453 -1.5324  0.338
H23 -3.5515 -3.3209 0.1550  0.358
H24 -2.1075 -4.9330 -1.9977  0.386
H25 -1.6630 -5.0660 -0.2884  0.353

Output
Frontier orbital gap in eV: 6.40
Total charge: 0
LUMO in eV: 0.0
E_tot in Ha: -9198.70161

[2]
Formula: H3O2PS
Source: the Open Molecules 2025 dataset
Level of theory: ωB97M-V/def2-TZVPD

Last column: Mulliken charge in e.
Positions of all 7 atoms, in Å:
O1 2.0752 -0.4086 -0.1521  -0.334
O2 0.1962 1.1993 0.0706  -0.427
P1 3.2168 0.3071 0.3958  0.310
S1 -1.0986 0.8420 0.5623  0.132
H1 -1.5017 -0.2896 -0.4328  0.146
H2 3.7041 -0.4898 1.6027  0.024
H3 -2.2167 1.4627 -0.1312  0.149

Output
Frontier orbital gap in eV: 8.72
Relative energy (zero: lowest compared OMol25 entry of this formula, charge and spin) in kJ/mol: 502.4
Total charge: 0
LUMO in eV: -0.6
E_tot in Ha: -891.69187

Question: Among the records above, which one has the highest frontier orbital gap?
Answer: H3O2PS